Entry 1:
C6H10N2 | ωB97M-V/def2-TZVPD

Structure (XYZ):
```
18
C6H10N2 | the OMol25 dataset | ωB97M-V/def2-TZVPD
C 1.270 0.169 -0.493
C 0.133 -1.057 -0.159
C 0.248 0.916 0.298
C -1.147 0.978 -0.366
C -2.148 0.006 0.315
C -1.132 -0.532 -0.738
H 3.442 0.088 -0.775
H 2.908 -0.500 0.822
H 1.220 0.233 -1.492
H 0.486 -2.153 -0.492
H -0.772 -0.529 1.576
H 0.843 1.830 0.908
H -1.611 2.065 -0.806
H -1.808 0.054 1.605
H -3.312 -0.262 0.168
H -1.542 -1.061 -1.601
N 2.659 0.166 0.017
N 0.263 -0.412 1.211
```

**Kohn-Sham gap**: 9.56 eV
**HOMO energy**: -8.50 eV
**Total charge**: 0
**LUMO**: 1.060 eV
**2S+1**: 1

Taken from the Löwdin analysis, the atomic charges in e are: -0.317, -0.230, -0.247, -0.188, -0.111, -0.231, 0.118, 0.094, 0.084, 0.166, 0.046, 0.183, 0.191, 0.168, 0.143, 0.131, 0.007, -0.008



Entry 2:
C6H10N2O | ωB97M-V/def2-TZVPD

Structure (XYZ):
```
19
C6H10N2O | the OMol25 dataset | ωB97M-V/def2-TZVPD
C 1.177 -1.198 1.360
C 0.958 0.013 0.453
C -0.291 0.235 -0.014
N -1.580 -0.331 0.292
C -2.514 0.018 -0.822
C -2.586 0.829 0.557
C 2.091 0.488 -0.001
N 2.394 0.388 -1.504
O 3.109 0.600 0.747
H 0.283 -2.111 1.098
H 2.108 -1.816 0.938
H 1.413 -0.909 2.478
H -0.412 1.263 -0.648
H -2.081 0.790 -1.695
H -3.247 -0.824 -1.233
H -3.353 0.380 1.416
H -2.571 1.932 0.372
H 1.794 -0.153 -2.112
H 3.308 0.407 -1.681
```

**Kohn-Sham gap**: 9.93 eV
**HOMO energy**: -9.57 eV
**Total charge**: 0
**SMILES**: C/C(=C\N1CC1)C(N)=O
**LUMO**: 0.358 eV
**2S+1**: 1

Taken from the Löwdin analysis, the atomic charges in e are: -0.054, -0.317, -0.093, -0.104, -0.182, -0.115, -0.441, 0.160, 0.022, 0.152, 0.107, 0.112, 0.155, 0.138, 0.125, 0.145, 0.097, 0.080, 0.011



Entry 3:
C6H10N2O | ωB97M-V/def2-TZVPD

Structure (XYZ):
```
19
C6H10N2O | the OMol25 dataset | ωB97M-V/def2-TZVPD
O -0.790 1.822 -1.905
C -0.019 0.693 -1.599
C 1.118 1.174 -0.799
C 0.821 1.540 0.685
C 0.740 0.410 1.639
C 1.515 -0.863 1.723
N 1.154 -1.579 2.675
N 0.284 -0.857 3.422
C 0.033 0.347 2.801
H -0.684 1.971 -2.859
H -0.683 -0.107 -1.127
H 0.452 0.140 -2.499
H 1.442 2.052 -1.297
H 1.912 0.434 -0.876
H 1.379 2.376 1.023
H -0.210 1.941 0.610
H 2.314 -1.226 1.049
H -0.293 -1.328 4.045
H -0.431 1.114 3.344
```

**Kohn-Sham gap**: 9.83 eV
**HOMO energy**: -8.93 eV
**Total charge**: 0
**SMILES**: OCCCc1cn[nH]c1
**LUMO**: 0.892 eV
**2S+1**: 1

Taken from the Löwdin analysis, the atomic charges in e are: -0.069, -0.319, -0.205, -0.145, -0.191, -0.148, 0.009, -0.010, -0.065, 0.098, 0.140, 0.140, 0.102, 0.105, 0.100, 0.121, 0.116, 0.115, 0.107



Entry 4:
C6H10N2O | ωB97M-V/def2-TZVPD

Structure (XYZ):
```
19
C6H10N2O | the OMol25 dataset | ωB97M-V/def2-TZVPD
C 1.754 -0.198 1.221
C -1.182 -0.185 -0.198
C 0.303 -0.815 -0.706
C 0.892 0.200 0.065
N -1.549 -0.743 1.061
N -0.294 2.275 -0.832
C 0.036 1.345 0.170
C 0.556 -1.737 -1.615
O -1.961 0.020 -1.148
H -1.981 -0.048 1.659
H -2.191 -1.518 0.932
H -0.579 1.891 -1.735
H -1.097 2.851 -0.604
H 0.119 1.832 1.141
H 2.432 -1.006 0.943
H 2.320 0.663 1.587
H 1.109 -0.551 2.033
H 1.540 -1.851 -2.057
H -0.226 -2.425 -1.920
```

**Kohn-Sham gap (alpha / beta)**: 7.16 / 7.17 eV
**HOMO energy (alpha / beta)**: -7.68 / -7.68 eV
**Total charge**: 0
**LUMO (alpha / beta)**: -0.518 / -0.515 eV
**2S+1**: 1

Taken from the Löwdin analysis, the atomic charges in e are: -0.023, -0.541, -0.179, -0.198, 0.101, 0.063, -0.193, 0.085, -0.005, 0.084, 0.093, 0.092, 0.088, 0.130, 0.090, 0.084, 0.095, 0.064, 0.071



Entry 5:
C6H10N2O | ωB97M-V/def2-TZVPD

Structure (XYZ):
```
19
C6H10N2O | the OMol25 dataset | ωB97M-V/def2-TZVPD
C 0.610 0.046 -2.025
C 0.534 0.267 -0.725
C 1.411 -0.337 0.403
N 1.649 -1.680 0.242
O 2.113 0.363 1.116
C -0.494 1.058 -0.034
N -0.410 2.423 -0.182
C -1.176 0.424 0.954
C -1.680 -0.986 0.891
H -0.122 0.458 -2.705
H 1.392 -0.568 -2.450
H 1.221 -2.180 -0.517
H 2.516 -2.027 0.619
H -0.896 2.968 0.517
H 0.503 2.786 -0.411
H -1.739 1.066 1.627
H -2.501 -1.117 1.603
H -2.049 -1.283 -0.101
H -0.882 -1.679 1.178
```

**Kohn-Sham gap**: 8.63 eV
**HOMO energy**: -7.80 eV
**Total charge**: 0
**SMILES**: C=C(C(N)=O)/C(N)=C\C
**LUMO**: 0.839 eV
**2S+1**: 1

Taken from the Löwdin analysis, the atomic charges in e are: 0.094, -0.200, -0.485, 0.164, 0.062, -0.363, 0.122, -0.127, -0.109, 0.076, 0.068, 0.096, 0.110, 0.096, 0.099, 0.095, 0.070, 0.078, 0.056



Entry 6:
C6H10N2O2 | ωB97M-V/def2-TZVPD

Structure (XYZ):
```
20
C6H10N2O2 | the OMol25 dataset | ωB97M-V/def2-TZVPD
C 2.722 -0.915 0.696
O 1.911 -0.684 -0.445
N 0.824 0.127 -0.174
C 0.979 1.594 -0.298
O 2.075 2.083 -0.388
C -0.305 2.287 -0.160
C -1.377 1.680 0.344
C -1.307 0.233 0.736
N -0.406 -0.521 -0.119
C -0.949 -0.849 -1.432
H 3.483 -1.621 0.367
H 2.144 -1.355 1.513
H 3.195 0.013 1.026
H -0.304 3.325 -0.458
H -2.317 2.199 0.465
H -0.934 0.145 1.766
H -2.290 -0.239 0.689
H -0.170 -1.357 -1.996
H -1.784 -1.535 -1.289
H -1.285 0.028 -1.999
```

**Kohn-Sham gap**: 9.13 eV
**HOMO energy**: -8.51 eV
**Total charge**: 0
**SMILES**: CON1C(=O)C=CCN1C
**LUMO**: 0.625 eV
**2S+1**: 1

Taken from the Löwdin analysis, the atomic charges in e are: -0.071, -0.109, -0.090, -0.370, 0.093, -0.004, -0.047, -0.165, -0.166, -0.055, 0.089, 0.086, 0.083, 0.115, 0.106, 0.130, 0.121, 0.086, 0.085, 0.086



Entry 7:
C6H10N2O2 | ωB97M-V/def2-TZVPD

Structure (XYZ):
```
20
C6H10N2O2 | the OMol25 dataset | ωB97M-V/def2-TZVPD
C -2.278 -0.745 -1.310
C -0.922 0.025 -1.987
C 0.230 1.277 0.097
C 1.714 0.535 1.603
C 0.635 -0.559 2.009
C 1.329 -0.201 -0.843
H -1.810 -1.454 -0.223
H -2.794 -1.420 -2.178
H -2.813 0.580 -0.905
H -1.295 0.885 -2.582
H -0.211 -0.685 -2.572
H 2.771 0.325 1.934
H 1.441 1.695 2.030
H -0.465 -0.219 1.742
H 0.999 -1.454 1.538
H 0.591 -0.614 3.295
N -0.106 0.334 -1.039
N 1.597 0.786 0.102
O -0.488 2.131 0.559
O 1.874 -1.222 -1.268
```

**Kohn-Sham gap**: 10.06 eV
**HOMO energy**: -9.41 eV
**Total charge**: 0
**LUMO**: 0.650 eV
**2S+1**: 1

Taken from the Löwdin analysis, the atomic charges in e are: -0.094, -0.343, -0.404, -0.184, -0.093, -0.348, 0.138, 0.068, 0.175, 0.114, 0.148, 0.115, 0.176, 0.094, 0.048, 0.151, -0.030, 0.041, 0.122, 0.106



Entry 8:
C6H10N2O3S | ωB97M-V/def2-TZVPD

Structure (XYZ):
```
22
C6H10N2O3S | the OMol25 dataset | ωB97M-V/def2-TZVPD
C 4.043 0.251 0.264
C -3.659 -0.441 -0.035
C -2.605 0.565 -0.465
C 0.850 -0.964 0.261
C -2.446 -1.175 0.576
C -0.268 -0.043 -0.127
N 0.143 1.316 -0.489
N -1.558 -0.318 -0.009
O 4.532 -0.674 0.830
O 4.514 1.522 0.331
O 3.026 0.219 -0.582
S 2.202 -1.238 -0.974
H -4.272 -0.239 0.813
H -4.136 -1.100 -0.683
H -2.690 0.699 -1.468
H -2.467 1.518 0.215
H 1.508 -0.495 1.153
H 0.373 -2.004 0.345
H -2.508 -2.304 0.554
H -0.481 1.608 -1.188
H 1.108 1.560 -0.546
H 4.790 1.739 1.222
```

**Kohn-Sham gap (alpha / beta)**: 6.52 / 6.52 eV
**HOMO energy (alpha / beta)**: -6.18 / -6.18 eV
**Total charge**: 0
**LUMO (alpha / beta)**: 0.343 / 0.343 eV
**2S+1**: 1

Taken from the Löwdin analysis, the atomic charges in e are: -0.717, -0.158, -0.121, -0.368, -0.126, -0.356, 0.110, -0.115, 0.121, 0.126, -0.370, 0.990, 0.083, 0.075, 0.090, 0.176, 0.134, 0.104, 0.095, 0.048, 0.056, 0.123



Entry 9:
C6H10N2O4 | ωB97M-V/def2-TZVPD

Structure (XYZ):
```
22
C6H10N2O4 | the OMol25 dataset | ωB97M-V/def2-TZVPD
C 1.405 -1.374 0.593
C 0.499 -1.263 -0.337
C 0.725 -0.834 -1.799
N -0.853 -1.639 -0.146
O -1.492 -2.054 -1.116
O -1.282 -1.708 1.017
H 2.487 -1.240 0.437
H 1.206 -1.793 1.575
H 1.791 -0.534 -2.025
H 0.462 -1.587 -2.480
H -0.016 -0.118 -2.097
C -2.046 1.333 1.208
C -1.255 1.043 -0.029
O -1.824 0.778 -1.048
C 0.261 1.052 0.201
N 1.031 1.760 -0.520
O 2.374 2.022 -0.002
H -2.835 0.564 1.263
H -2.562 2.187 1.268
H -1.315 1.174 2.046
H 0.622 0.791 1.256
H 2.622 1.441 0.736
```

**Kohn-Sham gap**: 9.19 eV
**HOMO energy**: -10.29 eV
**Total charge**: 0
**SMILES**: C=C(C)[N+](=O)[O-].CC(=O)/C=N/O
**LUMO**: -1.096 eV
**2S+1**: 1

Taken from the Löwdin analysis, the atomic charges in e are: 0.088, -0.331, -0.018, -0.345, 0.105, 0.069, 0.105, 0.095, 0.119, 0.063, 0.064, 0.007, -0.419, 0.117, -0.185, 0.064, -0.060, 0.107, 0.043, 0.099, 0.143, 0.072



Entry 10:
C6H10N2O5 | ωB97M-V/def2-TZVPD

Structure (XYZ):
```
23
C6H10N2O5 | the OMol25 dataset | ωB97M-V/def2-TZVPD
C 0.280 -0.906 1.666
C 0.936 0.356 1.049
C -1.178 -1.132 0.974
C -0.916 -1.958 -0.272
C 1.459 1.405 -1.118
C -0.058 1.625 -1.496
H 1.348 -1.240 3.425
H 0.751 0.567 3.182
H 0.695 -1.902 1.223
H -1.837 -0.242 0.671
H -1.705 -1.690 1.903
H -2.791 -1.837 -0.878
H 1.411 -0.546 -0.794
H 1.793 2.410 -0.700
H 1.889 1.071 -2.006
H -1.127 2.783 -2.567
N 0.306 -0.680 3.118
N 1.521 0.280 -0.215
O 1.023 1.512 1.695
O 0.162 -2.444 -0.556
O -1.872 -1.940 -1.280
O -1.079 0.952 -1.327
O -0.278 2.807 -2.107
```

**Kohn-Sham gap**: 10.05 eV
**HOMO energy**: -9.65 eV
**Total charge**: 0
**LUMO**: 0.402 eV
**2S+1**: 1

Taken from the Löwdin analysis, the atomic charges in e are: -0.363, -0.318, -0.055, -0.500, -0.057, -0.419, 0.152, 0.195, 0.151, 0.129, 0.167, 0.145, 0.125, 0.160, 0.110, 0.125, -0.063, 0.068, -0.048, 0.064, 0.060, 0.076, 0.094



Short version: energy = -9357.1702 -11406.0477 -11410.2495 -11407.6334 -11410.6373 -13456.0090 -13453.3548 -26337.1307 -17546.9516 -19599.5343 eV, in the order given.